Record 1
Density functional theory data (ωB97M-V/def2-TZVPD) for a molecular structure, C5H9ClINO3S.

ΔE to the lowest compared entry with this formula, charge and spin	21.41	kJ/mol
gap between HOMO and LUMO	9.184	eV
spin multiplicity	1
lowest unoccupied orbital energy	-0.78	eV
E_HOMO	-9.96	eV
E_tot	-44420.3107	eV
strongest force on any atom	3.4	eV/Å

Structure (XYZ):
```
21
Properties=species:S:1:pos:R:3:nbo_charge:R:1
C 0.299 0.253 1.965 0.692
C 0.580 1.702 1.546 -0.746
C -0.356 -0.952 -1.855 -0.610
C -0.050 -1.653 -0.499 -0.528
C -1.059 -1.079 0.412 0.267
N -0.906 -0.244 1.358 -0.589
O 0.812 -0.350 2.863 -0.519
O -1.933 4.255 -0.478 -0.840
O -1.368 2.007 -1.408 -0.900
S -2.424 2.978 -1.044 1.638
Cl -3.097 1.757 1.150 -0.288
I -3.048 -1.628 0.125 0.178
H 0.473 1.750 0.460 0.246
H -0.068 2.470 1.942 0.257
H 1.624 1.892 2.020 0.250
H -1.383 -1.285 -2.275 0.226
H -0.398 0.076 -1.546 0.230
H 0.462 -1.066 -2.635 0.230
H 1.003 -1.522 -0.092 0.245
H -0.248 -2.791 -0.757 0.248
H -2.004 1.044 1.391 0.311
```

Record 2
Density functional theory data (ωB97M-V/def2-TZVPD) for a molecular structure, C25H22Cl8FeN2OSSi.

ΔE to the lowest compared entry with this formula, charge and spin	67.26	kJ/mol
gap between HOMO and LUMO (alpha / beta)	8.113 / 6.873	eV
charge	+1
spin multiplicity	6
lowest unoccupied orbital energy (alpha / beta)	-2.26 / -4.30	eV
E_HOMO (alpha / beta)	-10.37 / -11.17	eV
E_tot	-184582.3893	eV
strongest force on any atom	0.9	eV/Å
<S²>	8.761

Structure (XYZ):
```
61
Properties=species:S:1:pos:R:3:nbo_charge:R:1
Fe -1.683 0.364 0.378 1.362
Cl -4.086 -0.381 2.209 0.004
C -3.965 -1.403 0.786 0.060
C -2.902 -1.182 -0.076 -0.624
C -2.760 -2.085 -1.118 -0.051
Cl -1.373 -1.937 -2.160 0.018
C -3.660 -3.123 -1.337 -0.095
Cl -3.433 -4.214 -2.642 0.074
C -4.744 -3.277 -0.474 -0.063
Cl -5.873 -4.541 -0.728 0.092
C -4.898 -2.418 0.613 -0.136
Cl -6.200 -2.618 1.712 0.080
Cl 2.420 0.373 5.509 0.055
C 2.623 0.295 3.798 -0.010
C 3.797 0.736 3.213 -0.213
C 3.935 0.653 1.839 -0.170
C 2.932 0.159 1.005 -0.119
C 3.225 0.144 -0.486 0.095
C 2.914 1.500 -1.161 -0.234
N 1.498 1.606 -1.486 -0.320
C 0.881 1.156 -2.635 -0.063
C -0.446 1.136 -2.375 -0.053
N -0.659 1.554 -1.070 -0.641
C 0.539 1.842 -0.585 0.203
O 2.526 -0.903 -1.097 -0.552
C 3.227 -1.576 -2.151 -0.069
C 2.340 -2.647 -2.677 -0.150
C 2.074 -3.796 -1.995 -0.243
Cl 2.678 -4.209 -0.442 0.056
S 1.031 -4.844 -2.843 0.523
C 0.925 -3.750 -4.152 -0.412
C 1.665 -2.631 -3.935 -0.237
C 1.770 -0.271 1.643 0.088
Cl 0.395 -0.952 0.757 0.009
C 1.605 -0.218 3.018 -0.290
H 4.598 1.124 3.828 0.248
H 4.867 0.977 1.389 0.227
H 4.305 -0.006 -0.591 0.205
H 3.492 1.629 -2.074 0.231
H 3.172 2.311 -0.481 0.229
H 1.439 0.903 -3.522 0.239
H -1.259 0.849 -3.020 0.245
H 0.753 2.201 0.412 0.225
H 4.149 -2.002 -1.743 0.200
H 3.496 -0.876 -2.950 0.178
H 0.324 -3.997 -5.014 0.253
H 1.739 -1.820 -4.650 0.224
H 0.697 -0.586 3.476 0.253
C -1.359 1.911 2.876 -1.145
Si -2.447 2.710 1.538 1.251
C -4.077 3.220 2.232 -1.146
C -1.545 4.157 0.790 -1.152
H -0.839 2.723 3.400 0.262
H -0.564 1.230 2.545 0.215
H -1.970 1.358 3.592 0.261
H -3.875 3.874 3.088 0.254
H -4.676 2.375 2.570 0.260
H -4.657 3.785 1.499 0.260
H -2.005 5.083 1.149 0.259
H -1.579 4.165 -0.300 0.260
H -0.497 4.158 1.102 0.234
```

Record 3
Density functional theory data (ωB97M-V/def2-TZVPD) for C4H10O2 in the gas phase.

ΔE to the lowest compared entry with this formula, charge and spin	120.23	kJ/mol
gap between HOMO and LUMO	10.984	eV
spin multiplicity	1
lowest unoccupied orbital energy	1.03	eV
E_HOMO	-9.95	eV
SMILES	CO[C@@H](C)CO
E_tot	-8404.3009	eV
strongest force on any atom	0.5	eV/Å

Structure (XYZ):
```
16
Properties=species:S:1:pos:R:3:nbo_charge:R:1
C 1.733 1.113 0.108 -0.250
O 0.632 0.395 0.634 -0.568
C -0.184 -0.357 -0.286 0.074
C -0.110 -1.802 0.164 -0.626
C -1.607 0.255 -0.214 -0.081
O -1.471 1.628 0.039 -0.720
H 2.596 0.459 -0.072 0.172
H 1.471 1.635 -0.821 0.178
H 2.027 1.862 0.852 0.195
H 0.198 -0.223 -1.308 0.174
H 0.929 -2.140 0.121 0.216
H -0.729 -2.478 -0.436 0.213
H -0.445 -1.852 1.206 0.217
H -2.147 0.124 -1.161 0.178
H -2.212 -0.250 0.561 0.151
H -0.682 1.633 0.613 0.477
```

Record 4
Density functional theory data (ωB97M-V/def2-TZVPD) for 8 unconnected molecules or ions with the total composition C14H37F4N7O16S4.

gap between HOMO and LUMO	6.864	eV
spin multiplicity	1
lowest unoccupied orbital energy	-1.77	eV
E_HOMO	-8.64	eV
E_tot	-112509.8205	eV
strongest force on any atom	5.0	eV/Å

Structure (XYZ):
```
82
Properties=species:S:1:pos:R:3:mulliken_charge:R:1
C -0.466 1.040 -0.353 -0.482
C 0.521 0.022 0.198 0.114
O 0.237 -0.295 1.545 -0.792
H -1.514 0.815 -0.148 -0.192
H -0.324 1.248 -1.418 0.032
H -0.398 2.034 0.115 0.022
H 1.562 0.364 0.060 0.330
H 0.323 -0.882 -0.422 -0.147
C 3.956 -3.429 3.181 -1.230
C 2.515 -3.092 2.981 0.730
O 1.597 -3.513 3.607 -0.433
N 2.224 -2.390 1.705 0.740
H 1.379 -1.772 1.889 -0.315
H 2.947 -1.682 1.489 0.509
C 1.915 -3.263 0.525 -0.787
H 4.249 -4.301 2.593 0.296
H 4.102 -3.779 4.203 0.406
H 4.574 -2.549 3.002 0.337
H 0.866 -3.536 0.595 0.297
H 2.640 -4.066 0.508 0.388
H 2.012 -2.630 -0.350 0.307
C 0.538 3.076 2.613 -0.499
C 0.922 2.527 3.932 0.611
O 0.786 3.026 4.965 -0.465
N 1.194 1.051 3.920 0.570
H 0.851 0.651 3.004 -0.410
H 2.216 0.871 3.809 0.382
C 0.503 0.294 4.979 -0.766
H 1.328 3.067 1.862 0.309
H 0.241 4.109 2.779 0.466
H -0.306 2.516 2.207 -0.187
H 0.874 -0.724 4.882 0.301
H -0.571 0.372 4.902 0.260
H 0.871 0.641 5.939 0.397
C 1.066 1.772 -4.223 -1.069
C 2.331 1.912 -4.951 0.437
O 3.286 2.430 -4.617 -0.354
N 2.489 0.993 -6.148 -0.188
H 3.454 0.619 -6.055 0.383
H 2.009 0.076 -6.154 0.409
C 2.362 1.640 -7.496 -0.828
H 0.921 0.728 -3.918 0.396
H 0.228 2.149 -4.814 0.431
H 1.069 2.276 -3.260 0.328
H 2.763 1.001 -8.275 0.364
H 2.778 2.640 -7.489 0.333
H 1.300 1.734 -7.727 0.364
C -3.234 0.665 2.056 -0.819
C -3.454 -0.784 2.367 0.766
O -4.382 -1.233 2.947 -0.505
N -2.418 -1.716 1.852 1.042
H -2.798 -2.278 1.004 0.430
H -1.555 -1.218 1.537 -0.543
C -2.084 -2.753 2.879 -1.072
H -2.223 0.985 2.299 -0.109
H -3.956 1.165 2.700 0.446
H -3.486 0.873 1.016 0.387
H -1.821 -2.311 3.831 0.318
H -1.281 -3.375 2.503 0.327
H -2.977 -3.368 2.905 0.483
N -3.333 5.226 -2.672 -0.383
S -4.240 4.988 -3.982 1.114
O -5.224 3.977 -3.939 -0.569
O -3.535 5.196 -5.210 -0.601
F -5.071 6.357 -3.919 -0.290
S -2.293 3.973 -2.944 1.144
O -1.135 4.190 -3.750 -0.591
O -2.813 2.657 -2.885 -0.522
F -1.611 4.147 -1.494 -0.279
N -3.279 -3.297 -0.252 -0.514
S -2.846 -4.817 -0.016 1.029
O -1.688 -4.996 0.802 -0.554
O -3.024 -5.765 -1.050 -0.573
F -4.019 -5.201 1.004 -0.293
S -2.271 -3.107 -1.613 0.943
O -2.832 -3.471 -2.848 -0.560
O -0.897 -3.297 -1.369 -0.477
F -2.367 -1.524 -1.611 -0.176
N 4.444 1.090 1.915 0.781
O 5.416 1.169 1.165 -0.642
O 4.205 1.992 2.760 -0.607
O 3.661 0.068 1.840 -0.639
```

Record 5
Density functional theory data (ωB97M-V/def2-TZVPD) for a molecular structure, C24H19Cl3IN2OPPd.

ΔE to the lowest compared entry with this formula, charge and spin	173.90	kJ/mol
gap between HOMO and LUMO	7.415	eV
spin multiplicity	1
lowest unoccupied orbital energy	-0.12	eV
E_HOMO	-7.53	eV
E_tot	-88660.7023	eV
strongest force on any atom	0.5	eV/Å

Structure (XYZ):
```
52
Properties=species:S:1:pos:R:3:nbo_charge:R:1
Pd -0.442 0.112 -0.426 0.455
Cl 4.362 5.487 -0.739 -0.010
C 2.947 4.497 -0.534 -0.063
C 2.974 3.172 -0.915 -0.242
C 1.835 2.409 -0.734 -0.140
Cl 1.897 0.727 -1.240 0.010
C 0.630 2.883 -0.183 0.384
O -0.440 2.180 -0.011 -0.807
C 0.678 4.254 0.176 -0.117
Cl -0.761 4.948 0.855 0.001
C 1.794 5.046 0.013 -0.234
H 3.865 2.736 -1.346 0.238
H 1.766 6.084 0.309 0.239
N -2.356 -1.115 1.915 -0.927
P -2.267 -0.649 0.310 1.452
C -3.772 0.184 -0.165 -0.342
C -4.917 -0.520 -0.534 -0.207
C -6.051 0.173 -0.925 -0.215
C -6.036 1.562 -0.949 -0.182
C -4.891 2.261 -0.590 -0.197
C -3.749 1.578 -0.200 -0.196
C -1.555 -1.800 -0.776 -0.551
C -1.019 -3.120 -0.204 -0.337
C -1.502 -4.312 -0.986 -0.164
C -1.943 -4.206 -2.242 -0.232
C -2.103 -2.909 -2.889 -0.255
C -1.964 -1.774 -2.181 -0.190
C -1.286 -1.112 2.836 0.383
C -1.536 -1.432 4.173 -0.286
C -0.466 -1.437 5.042 -0.139
C 0.806 -1.120 4.568 -0.283
C 0.940 -0.811 3.231 0.071
N -0.084 -0.813 2.374 -0.482
H -3.262 -1.335 2.298 0.421
H -4.914 -1.605 -0.534 0.223
H -6.941 -0.367 -1.217 0.221
H -6.920 2.102 -1.262 0.219
H -4.878 3.343 -0.627 0.224
H -2.837 2.114 0.046 0.267
H -1.337 -3.216 0.837 0.223
H -1.418 -5.284 -0.514 0.218
H -2.224 -5.098 -2.789 0.215
H -2.403 -2.866 -3.927 0.216
H -2.185 -0.819 -2.642 0.223
H -2.537 -1.669 4.510 0.216
H -0.621 -1.684 6.084 0.222
H 1.668 -1.113 5.219 0.227
H 1.906 -0.550 2.814 0.204
I 1.471 -4.675 0.806 0.046
C 0.504 -3.044 -0.199 -0.480
H 0.907 -3.024 -1.208 0.223
H 0.806 -2.146 0.348 0.236
```